[1]
{"formula": "C18H15F2N5OS", "method": "ωB97M-V/def2-TZVPD", "multiplicity": 1, "homo_lumo_gap_ev": 8.524, "smiles": "CCc1nc(-c2cc(-c3cc(F)c(CO)c(F)c3)c3c(N)ncnn23)cs1", "homo_energy_ev": -8.118, "molar_mass_da": 387.41, "elements": ["F", "F", "N", "N", "N", "O", "S", "C", "C", "C", "C", "C", "C", "C", "C", "C", "C", "C", "C", "C", "C", "C", "N", "N", "C", "C", "C", "H", "H", "H", "H", "H", "H", "H", "H", "H", "H", "H", "H", "H", "H", "H"], "coordinates": [[3.97685, -3.11699, -2.88783], [2.82711, 1.47386, -3.67608], [-0.48820, -1.32335, 3.05266], [1.93287, -1.29782, 3.11774], [-3.37618, -0.32028, 2.21058], [5.83566, -0.86302, -3.24315], [-5.43651, -0.31831, 0.68575], [0.62727, -1.27560, 3.69993], [2.03108, -1.42627, 1.83875], [-4.63809, -0.02280, 2.20850], [-3.87269, -0.94344, 0.04442], [-0.74199, -0.95673, -0.46053], [-2.81525, -0.77636, 1.00730], [0.68658, -1.18433, -0.26239], [-1.32802, -1.00114, 0.79131], [0.80979, -1.37111, 1.04412], [2.22548, -2.16840, -1.73250], [1.74435, 0.16243, -2.08736], [3.22244, -2.03245, -2.66994], [2.64683, 0.27190, -3.07124], [1.66104, -1.01600, -1.29129], [3.53114, -0.79068, -3.25608], [3.25687, -1.28219, 1.39079], [-0.38381, -1.23267, 1.67285], [4.76947, -0.65504, -4.10416], [-5.16545, -0.95286, 4.35561], [-5.42630, 0.22555, 3.45073], [6.36656, -1.62046, -3.55889], [0.48934, -1.20332, 4.77274], [-3.75558, -1.39476, -0.90516], [-1.22983, -0.88447, -1.41837], [1.91806, -3.19719, -1.30768], [1.31727, 1.11895, -1.77265], [3.24823, -0.93535, 0.47702], [3.94656, -1.08307, 2.05467], [4.88783, 0.34869, -4.45322], [4.66108, -1.40264, -4.89803], [-5.60427, -0.56740, 5.27086], [-5.74785, -1.83223, 3.90936], [-4.06014, -1.17829, 4.44774], [-5.26840, 1.30342, 3.76457], [-6.52147, 0.09050, 3.29541]], "atomic_forces_ev_per_a": [[0.3707, 0.0355, -0.6870], [0.0372, -0.7879, 0.0624], [-0.6472, 0.7110, -0.0968], [-2.2570, -0.2417, 3.2617], [0.9973, 0.3843, 0.0475], [2.0903, -1.3556, 0.2497], [2.3091, -0.9967, -0.5993], [1.2398, -0.5652, -2.1353], [-2.5171, 1.4045, 1.9533], [0.5008, -0.8266, -1.3918], [1.3642, 1.1184, 2.6623], [1.5252, -0.4212, 0.2246], [-3.2044, 0.0335, -0.4751], [-3.9096, 1.4307, -1.6743], [-3.9185, 0.5777, -2.0005], [3.0477, -0.4573, 1.4406], [0.6732, -2.3398, 0.2979], [-0.8930, 0.7460, 2.5719], [0.2100, 0.9724, 0.0970], [1.5283, -0.6854, -0.0683], [-1.2869, 0.7212, -1.8583], [-0.0845, -0.6005, -1.3387], [-0.2382, -1.2212, -2.0837], [1.5393, -0.9438, 3.1418], [-1.2610, -0.5050, 0.3206], [0.6299, -0.3228, 0.3561], [-0.7352, 0.9169, -1.1086], [-0.3846, 0.6375, 0.3957], [0.5108, -0.2102, -0.0616], [-0.1930, -0.1033, -0.8535], [-0.0826, 0.3300, 0.0795], [0.8507, 1.9112, -0.6442], [-0.4590, -0.5610, 0.0711], [1.1389, 0.4465, -1.4959], [0.9838, 0.4538, 0.7899], [-0.4029, 0.5156, -0.7993], [0.5368, 0.3015, -0.1949], [0.0686, -1.0151, 0.7255], [0.9909, 1.0556, 0.9543], [-1.4227, 0.1579, 0.0923], [0.1060, -1.4739, 0.3649], [0.6478, 0.7720, -0.5935]]}

[2]
{"formula": "C18H15F3NO7S3", "method": "ωB97M-V/def2-TZVPD", "multiplicity": 1, "homo_lumo_gap_ev": 7.535, "homo_energy_ev": -5.006, "total_charge": -1, "molar_mass_da": 510.51, "elements": ["C", "C", "O", "C", "C", "S", "C", "C", "C", "C", "C", "C", "O", "O", "O", "H", "H", "H", "H", "H", "H", "H", "H", "H", "H", "H", "F", "C", "F", "F", "S", "N", "C", "O", "C", "C", "C", "C", "C", "C", "S", "O", "O", "H", "H", "H", "H"], "coordinates": [[0.41346, 0.35529, 5.97548], [-0.39376, 0.73877, 4.77101], [-0.17597, -0.30851, 3.77423], [-1.15432, -0.34169, 2.86027], [-0.58713, -0.74900, 1.48106], [-1.52101, -2.41049, 0.85635], [-0.15074, -3.54545, 0.44686], [0.92183, -3.12253, -0.33207], [1.95669, -4.02257, -0.62714], [1.88795, -5.34320, -0.16780], [0.77989, -5.76742, 0.57817], [-0.24458, -4.86259, 0.88722], [-2.19034, -2.96224, 2.01284], [-2.25517, -2.09556, -0.34273], [-2.32158, -0.06507, 3.05902], [0.51333, 1.25737, 6.57532], [-0.11499, -0.39154, 6.57458], [1.39540, -0.03778, 5.70194], [-1.45639, 0.82113, 5.02667], [-0.04268, 1.67072, 4.30560], [0.46841, -1.00087, 1.38786], [0.94937, -2.09927, -0.70428], [2.81596, -3.68607, -1.21256], [2.69961, -6.04042, -0.38922], [0.70901, -6.79899, 0.92805], [-1.12125, -5.15493, 1.46279], [0.88945, 1.55781, 1.37275], [0.20010, 1.48850, 0.18789], [-0.20296, 2.72304, -0.12745], [1.04283, 1.02978, -0.76977], [-1.18655, 0.31619, 0.35676], [-2.05725, 1.47559, -1.73040], [-2.88109, 2.57322, -1.58876], [-3.09025, 3.22170, -0.56377], [-3.42277, 2.80997, -2.96046], [-3.21971, 1.70614, -3.77137], [-3.60509, 1.67678, -5.09475], [-4.18915, 2.83336, -5.63159], [-4.38798, 3.97605, -4.82173], [-3.99610, 3.96424, -3.48191], [-2.47752, 0.37001, -2.84058], [-1.30623, -0.20197, -3.44122], [-3.54932, -0.52643, -2.49742], [-3.40395, 0.76501, -5.65987], [-4.48365, 2.84946, -6.68021], [-4.84794, 4.86941, -5.25391], [-4.10637, 4.81882, -2.80840]], "atomic_forces_ev_per_a": [[-0.1031, 0.1092, 0.3376], [0.1871, -0.4740, -0.1757], [-0.4042, 0.9752, 0.3381], [-0.9034, -1.1004, -0.4614], [-0.1527, -3.0261, 2.0484], [0.4827, 0.3754, 0.6000], [-0.2212, 0.0974, -0.0867], [0.2390, -0.1101, -0.0305], [-0.2788, 0.0395, 0.1738], [-0.2580, 0.1859, 0.1174], [-0.0522, 0.3335, -0.0871], [0.1822, -0.0790, -0.0041], [0.2227, -0.0892, -0.2878], [0.5176, -0.4227, 0.6380], [1.7392, -0.2030, -0.2713], [0.2593, -0.0339, 0.2740], [0.1295, 0.0048, -0.1060], [-0.0732, 0.1896, 0.0335], [0.2712, -0.0396, -0.2958], [-0.1340, -0.1967, 0.1709], [-0.0151, 0.0827, 0.6087], [0.0331, -0.1779, -0.0046], [-0.3292, -0.1156, 0.1754], [-0.2844, 0.2158, 0.0542], [0.0409, 0.3085, -0.1211], [0.2649, -0.0025, -0.0496], [0.1484, 0.1877, -0.6953], [-0.6426, -0.5678, 0.0871], [0.6325, -0.7797, 0.2647], [0.2098, 0.6956, 0.5498], [-1.4860, 3.1118, -3.1102], [0.0742, -0.8558, 1.6502], [0.6577, -1.3795, 0.1306], [0.2807, -0.1727, -1.2303], [-0.6343, 0.7199, -0.6554], [-0.5173, -0.4566, -1.1874], [-0.0493, 0.3405, -0.0051], [-0.0208, 0.2976, 0.3672], [0.0942, -0.5019, -0.4684], [-0.0075, -0.2139, 0.2794], [-0.2436, 3.0778, 0.7333], [0.2257, -0.1497, -0.2952], [0.0284, -0.1529, 0.1412], [-0.2252, 0.3714, -0.1136], [0.0239, 0.0702, 0.2123], [0.1886, -0.3000, 0.1202], [-0.0971, -0.1889, -0.3632]]}